Entry 1:
Here is a cluster of 2 separate species, C3H6OS in total in a non-equilibrium geometry from OMol25. Energies are from the ωB97M-V functional and the def2-TZVPD basis.

Molar mass in g/mol: 90.15
LUMO level in Ha: 0.0003
HOMO energy in eV: -8.218
Energy relative to the best compared isomer or geometry (same formula, charge and spin) in eV: 2.403
Maximum force in eV/Å: 4.1

XYZ file:
```
11
Properties=species:S:1:pos:R:3:lowdin_charge:R:1
C 1.38 -0.78 0.28 -0.084
C 1.13 0.73 0.14 -0.307
O 0.07 1.31 0.27 -0.035
H 1.72 -1.24 -0.72 0.111
H 0.45 -1.35 0.69 0.046
H 2.15 -0.97 0.92 0.019
H 2.05 1.28 -0.23 0.116
C -2.97 0.54 -0.07 -0.577
S -2.08 -0.68 0.34 0.718
H -2.80 1.66 -0.16 0.049
H -3.89 0.34 -0.46 -0.057
```



Entry 2:
Here is a structure of composition C26H22N7O4Ru in a non-equilibrium geometry from OMol25. Energies are from the ωB97M-V functional and the def2-TZVPD basis.

Molar mass in g/mol: 597.58
LUMO level (alpha / beta) in Ha: -0.0183 / -0.0250
HOMO energy (alpha / beta) in eV: -6.436 / -6.568
2S+1: 2
Energy relative to the best compared isomer or geometry (same formula, charge and spin) in eV: 6.093
Maximum force in eV/Å: 1.7

XYZ file:
```
60
Properties=species:S:1:pos:R:3:mulliken_spin:R:1
Ru -0.10 -0.25 -0.35 0.641
C 5.86 -2.39 -2.64 -0.002
C 4.83 -1.60 -1.88 0.008
C 4.74 -0.22 -2.02 -0.003
C 3.74 0.50 -1.40 0.016
C 2.79 -0.11 -0.58 -0.006
N 1.72 0.56 -0.03 0.029
C 1.88 1.86 0.41 -0.012
C 3.08 2.21 1.08 0.017
C 3.30 3.44 1.64 0.015
C 2.31 4.42 1.60 -0.012
C 2.49 5.75 2.28 -0.001
C 1.13 4.11 0.95 0.006
C 0.90 2.88 0.32 0.005
N -0.34 2.69 -0.36 0.131
C -1.33 3.66 -0.39 -0.036
C -2.61 3.38 -0.65 0.074
C -2.91 1.98 -1.05 0.014
N -0.69 1.44 -0.81 0.146
C 2.92 -1.50 -0.41 -0.011
C 3.90 -2.23 -1.07 -0.004
N 2.06 -2.21 0.47 0.007
C 2.41 -3.27 1.24 0.005
C 1.29 -3.70 1.91 0.004
C 0.28 -2.83 1.50 0.022
N 0.75 -1.94 0.64 -0.060
H 6.80 -1.85 -2.71 0.000
H 5.53 -2.60 -3.66 0.001
H 6.06 -3.35 -2.16 0.000
H 5.45 0.30 -2.66 0.000
H 3.67 1.57 -1.56 -0.001
H 3.83 1.44 1.16 -0.002
H 4.24 3.64 2.14 0.001
H 3.53 6.06 2.24 0.000
H 2.20 5.70 3.33 0.000
H 1.89 6.52 1.80 0.000
H 0.36 4.87 0.95 -0.002
H -1.00 4.67 -0.20 -0.005
H -3.36 4.16 -0.66 0.004
H -3.70 1.95 -1.81 0.004
H 3.92 -3.30 -0.97 0.000
H 3.43 -3.60 1.26 0.000
H 1.23 -4.52 2.61 0.000
H -0.75 -2.79 1.79 -0.002
O -4.20 1.54 0.87 0.003
C -3.43 1.07 0.07 -0.014
O -1.75 1.48 -1.70 0.022
C -3.22 -0.45 0.09 0.016
C -4.26 -1.17 0.65 0.004
C -4.27 -2.55 0.56 0.001
C -3.25 -3.17 -0.13 -0.002
C -2.20 -2.39 -0.62 0.003
N -2.16 -1.07 -0.48 -0.020
H -5.06 -0.62 1.14 0.000
H -5.08 -3.12 0.99 0.000
H -3.23 -4.24 -0.29 0.000
H -1.35 -2.83 -1.13 -0.001
O 0.36 -1.67 -1.88 -0.015
N 0.63 -1.13 -3.03 -0.003
O 0.62 0.07 -3.01 0.011
```



Entry 3:
Here is the molecule C17H30N2O3 from OMol25. Energies are from the ωB97M-V functional and the def2-TZVPD basis.

Molar mass in g/mol: 310.44
LUMO level in Ha: 0.0156
HOMO energy in eV: -7.963
Energy relative to the best compared isomer or geometry (same formula, charge and spin) in eV: 0.291
Maximum force in eV/Å: 0.7

XYZ file:
```
52
Properties=species:S:1:pos:R:3:lowdin_charge:R:1
C -6.10 -2.22 1.22 -0.117
C -5.95 -0.92 0.44 -0.276
C -4.56 -0.80 -0.19 -0.230
C -4.41 0.51 -0.97 -0.207
C -3.06 0.63 -1.69 -0.157
C -1.86 0.84 -0.76 -0.381
O -0.66 0.46 -1.44 -0.054
C -1.79 2.28 -0.25 -0.125
C -0.95 2.48 1.03 -0.086
C 0.53 2.74 0.79 -0.484
O 1.10 3.76 1.15 0.062
N 1.18 1.72 0.19 0.076
N 2.50 1.92 -0.20 0.076
C 3.43 0.92 -0.19 -0.229
C 4.74 1.19 -0.34 0.013
C 5.75 0.17 -0.51 -0.435
O 6.94 0.42 -0.60 0.054
C 5.23 -1.25 -0.62 -0.071
C 3.99 -1.50 0.26 -0.554
C 3.47 -2.92 0.03 -0.050
C 4.36 -1.33 1.73 -0.030
C 2.91 -0.49 -0.13 -0.079
H -5.96 -3.08 0.56 0.071
H -5.36 -2.28 2.02 0.071
H -7.09 -2.29 1.66 0.068
H -6.71 -0.87 -0.34 0.109
H -6.11 -0.07 1.12 0.109
H -3.81 -0.86 0.60 0.108
H -4.40 -1.64 -0.87 0.120
H -4.54 1.35 -0.28 0.106
H -5.20 0.57 -1.71 0.117
H -2.89 -0.29 -2.26 0.121
H -3.11 1.46 -2.40 0.121
H -1.92 0.15 0.08 0.141
H -0.62 0.93 -2.28 0.114
H -1.40 2.93 -1.04 0.133
H -2.80 2.61 -0.03 0.110
H -1.33 3.35 1.57 0.121
H -1.06 1.61 1.68 0.124
H 0.66 1.02 -0.34 0.107
H 2.81 2.87 0.01 0.147
H 5.09 2.22 -0.35 0.119
H 4.97 -1.42 -1.67 0.136
H 6.03 -1.94 -0.36 0.130
H 3.22 -3.07 -1.02 0.083
H 4.22 -3.65 0.31 0.086
H 2.58 -3.09 0.62 0.084
H 4.72 -0.32 1.93 0.088
H 3.50 -1.52 2.37 0.086
H 5.15 -2.02 2.01 0.090
H 2.49 -0.75 -1.11 0.138
H 2.09 -0.54 0.59 0.126
```



Entry 4:
Here is a structure of composition C33H34Cl3GeMoN2O5 from OMol25. Energies are from the ωB97M-V functional and the def2-TZVPD basis.

Molar mass in g/mol: 813.55
LUMO level (alpha / beta) in Ha: -0.1724 / -0.1663
HOMO energy (alpha / beta) in eV: -10.586 / -11.135
2S+1: 3
Energy relative to the best compared isomer or geometry (same formula, charge and spin) in eV: 2.622
Maximum force in eV/Å: 0.4
Charge: +1

XYZ file:
```
79
Properties=species:S:1:pos:R:3:mulliken_spin:R:1
Mo 0.82 1.42 -0.22 1.142
O -3.25 0.36 -0.28 0.010
C -2.22 0.94 -0.15 0.021
O -1.01 0.35 -0.37 0.172
C -2.04 2.32 0.37 0.033
C -3.06 3.16 0.76 -0.004
C -2.71 4.39 1.32 0.017
C -1.37 4.71 1.49 -0.010
C -0.42 3.81 1.06 0.036
N -0.77 2.66 0.51 -0.052
C 1.07 3.95 1.26 -0.013
O 1.56 4.94 1.72 0.009
O 1.73 2.86 0.89 -0.013
H -4.09 2.86 0.64 0.000
H -3.48 5.07 1.64 0.000
H -1.05 5.64 1.95 0.000
N 2.96 0.96 -0.12 -0.017
C 3.31 -0.31 0.48 0.006
C 4.03 -0.35 1.66 -0.009
C 4.31 -1.58 2.23 0.002
C 3.88 -2.74 1.62 0.007
C 3.17 -2.69 0.43 -0.006
C 2.87 -1.46 -0.16 0.048
C 2.09 -1.33 -1.41 -0.035
C 2.24 -2.28 -2.42 0.005
C 1.56 -2.16 -3.62 0.023
C 0.71 -1.07 -3.82 -0.005
C 0.55 -0.13 -2.82 0.098
C 1.22 -0.24 -1.60 -0.141
H 3.32 1.05 -1.07 0.007
H 3.34 1.74 0.42 0.004
H 4.36 0.57 2.13 0.000
H 4.87 -1.62 3.16 0.000
H 4.10 -3.70 2.07 0.001
H 2.82 -3.60 -0.03 -0.012
H 2.93 -3.10 -2.28 0.004
H 1.69 -2.90 -4.40 0.001
H 0.19 -0.96 -4.76 0.000
H -0.11 0.71 -3.00 0.004
Cl 1.44 6.15 -6.37 0.001
C 1.32 5.10 -5.01 0.010
C 0.06 4.74 -4.55 -0.006
C -0.02 3.91 -3.45 0.008
Cl -1.58 3.42 -2.85 -0.001
C 1.12 3.41 -2.80 0.007
O 1.01 2.60 -1.76 0.052
C 2.36 3.80 -3.31 0.016
Cl 3.79 3.22 -2.53 0.001
C 2.47 4.64 -4.40 -0.006
H -0.83 5.10 -5.03 0.000
H 3.44 4.93 -4.77 0.000
C -3.82 -3.90 0.71 0.002
C -2.38 -4.40 0.65 0.009
C -1.67 -4.08 -0.66 -0.016
C -1.59 -2.59 -0.98 0.179
Ge -0.70 -1.50 0.41 0.236
C -1.55 -1.20 2.17 0.144
C -0.74 -1.85 3.29 -0.012
C -1.35 -1.61 4.67 0.008
C -2.71 -2.28 4.85 0.001
H -4.30 -4.20 1.64 0.000
H -4.41 -4.32 -0.11 0.001
H -3.89 -2.82 0.63 0.000
H -2.36 -5.48 0.81 0.001
H -1.81 -3.98 1.49 0.001
H -2.20 -4.58 -1.48 0.003
H -0.67 -4.51 -0.65 0.003
H -2.58 -2.14 -1.10 0.005
H -1.04 -2.41 -1.90 0.027
H 0.89 0.54 1.28 -0.031
H -2.57 -1.58 2.13 0.033
H -1.60 -0.12 2.33 0.012
H 0.29 -1.47 3.27 -0.024
H -0.66 -2.93 3.12 0.003
H -1.44 -0.53 4.84 0.001
H -0.66 -1.98 5.43 0.001
H -3.47 -1.85 4.20 -0.002
H -3.07 -2.18 5.87 0.000
H -2.65 -3.35 4.63 -0.001
```